# 1
The following is a quantum chemistry calculation of one molecule with the formula C8H9BrO2, from the OMol25 dataset.

XYZ file:
```
20
Properties=species:S:1:pos:R:3:forces:R:3
C 1.22910 -2.25717 -1.24033 -3.4 3.5 3.2
C 2.29871 -2.60711 -1.97367 0.9 -3.2 -2.2
C 1.50061 -0.93939 -0.78157 -5.9 -1.5 1.0
C 2.77793 -0.65300 -1.13089 4.6 0.3 -0.6
C 0.59673 1.46291 -0.37957 -0.5 3.4 -2.8
C -0.63754 0.57837 -0.18715 0.3 0.4 1.2
C 0.79316 0.11611 0.05349 -0.2 -3.3 -0.1
C -1.50708 0.83169 1.07517 3.5 -1.0 -1.3
O 3.26162 -1.68245 -1.92421 2.9 0.5 -1.5
O 1.19763 -0.15416 1.36846 0.4 -0.3 0.2
Br 3.78308 0.89464 -1.03642 -0.2 -0.1 -0.4
H 0.37372 -2.93943 -1.11698 0.3 0.9 0.1
H 2.16813 -3.37392 -2.76348 1.0 0.8 0.2
H 0.68971 1.79412 -1.48768 0.4 -0.9 1.9
H 0.84768 2.34920 0.26498 -0.5 -1.2 -0.3
H -1.15160 0.29109 -1.09240 0.2 -0.1 0.0
H -2.49275 0.73235 0.81060 -2.4 -0.2 -0.1
H -1.20938 1.80674 1.33549 -0.4 1.4 0.9
H -1.14726 0.13830 1.82742 -0.6 -0.2 0.4
H 0.84790 0.45967 2.00926 -0.2 0.5 0.1
```
Positions in Å, forces in eV/Å.

Computed properties:
LUMO level (alpha / beta) ... 0.72 / -2.02 eV
<S²> ... 2.01
Charge ... 0
E_HOMO (alpha / beta) ... -4.7 / -9.6 eV
2S+1 ... 3

Atom charges from the natural (NBO) analysis, given in e for atoms 1 to 2: C -0.26; C 0.15



# 2
The following is a quantum chemistry calculation of C8H9CdNO6 as an isolated structure, from the OMol25 dataset.

XYZ file:
```
25
Properties=species:S:1:pos:R:3:forces:R:3
Cd 0.17647 0.55593 0.94961 -0.1 -1.2 -0.9
C 0.44595 1.40748 3.12232 0.5 -0.4 4.3
O 0.56317 1.38809 4.26411 -0.5 0.5 -4.3
C 0.02416 2.43704 -0.73536 -0.1 3.7 -1.3
O -0.01270 3.47262 -1.21970 0.1 -3.5 1.4
C -2.13330 0.30748 0.17834 -3.9 0.8 0.0
O -3.25966 0.49098 0.07178 3.9 -0.8 0.2
C 2.31659 0.19827 0.23920 4.7 -0.2 1.6
O 3.42734 0.15224 0.52707 -4.1 0.0 -1.5
C -0.08619 -2.43332 -3.03136 0.0 0.4 0.4
H 0.68853 -3.20482 -2.94753 -0.1 0.5 -0.2
H -0.98726 -2.65814 -2.44565 0.2 0.0 -0.5
C 0.03507 -1.27473 -3.70105 0.0 -0.7 0.4
H -0.85971 -0.62548 -3.77892 0.9 -0.2 -0.1
H 0.99354 -1.02927 -4.19991 -1.0 0.0 0.1
N -0.83471 -1.63325 4.63958 -0.8 -0.2 0.8
C -1.13899 -1.83997 3.19320 1.0 -0.2 0.0
C 0.24715 -1.74958 2.52070 1.1 0.5 -1.1
O 1.20928 -1.30903 3.21588 -1.5 -0.4 -0.9
O 0.22778 -1.96008 1.25554 -0.2 1.7 1.2
H 0.13877 -1.20812 4.75613 -0.8 -0.7 -0.5
H -0.88178 -2.55692 5.10082 0.3 0.6 0.2
H -1.56154 -1.04090 5.05428 0.3 -0.2 0.3
H -1.61111 -2.82736 3.02695 0.1 0.8 0.0
H -1.73114 -0.98507 2.81467 -0.1 -0.7 0.3
```
Positions in Å, forces in eV/Å.

Computed properties:
LUMO level ... -8.91 eV
Charge ... +2
E_HOMO ... -14.9 eV

Atom charges from the natural (NBO) analysis, given in e for atoms 1 to 2: Cd 1.49; C 0.44



# 3
The following is a quantum chemistry calculation of one molecule with the formula C8H9Cl3N2, from the OMol25 dataset.

XYZ file:
```
22
Properties=species:S:1:pos:R:3:forces:R:3
Cl -2.34348 1.59178 3.07792 0.0 0.3 -0.3
C -1.73489 2.05127 1.45204 0.5 0.1 -0.2
C -0.65599 1.07625 1.00860 0.1 0.5 -0.6
C -0.06793 1.54213 -0.34080 1.1 -0.9 0.9
C 1.17109 0.68607 -0.77055 -0.6 -0.8 1.1
C 0.82020 -0.84068 -0.86681 1.6 1.1 1.3
C 1.21947 -1.73814 0.17277 -0.4 1.4 -1.0
C 0.80080 -3.04821 0.09302 -0.3 0.5 -0.4
Cl 1.16588 -4.06865 1.45179 -0.2 -0.2 -0.6
N 0.05840 -3.50172 -0.91706 -0.2 0.4 0.0
N -0.28352 -2.68684 -1.90899 0.8 1.2 -0.4
C 0.13607 -1.38277 -1.94318 -0.5 -1.8 0.7
Cl -0.22532 -0.38092 -3.35948 0.0 -1.0 0.9
H -2.56437 2.01495 0.74182 0.0 0.0 0.3
H -1.33838 3.08488 1.45595 -0.3 -0.5 0.4
H 0.11676 0.93521 1.76008 0.2 0.4 0.2
H -1.08915 0.10446 0.91291 -0.5 -0.8 -0.2
H 0.27121 2.57241 -0.19923 -0.1 0.0 -0.4
H -0.80801 1.47052 -1.11734 -0.4 0.2 -0.3
H 1.55044 1.06215 -1.69592 0.1 0.0 -0.8
H 1.98182 0.87251 -0.04009 -0.4 -0.5 -0.2
H 1.81891 -1.41666 1.03256 -0.3 0.1 -0.5
```
Positions in Å, forces in eV/Å.

Computed properties:
LUMO level ... -0.21 eV
Charge ... 0
E_HOMO ... -10.0 eV

Atom charges from the natural (NBO) analysis, given in e for atoms 1 to 2: Cl -0.07; C -0.35



Listing electronic energy for the structures above in their given order: -82572.5087 -26761.3475 -48988.6083 eV.
Listing relative energy (zero: lowest compared OMol25 entry of this formula, charge and spin) for the structures above in their given order: 2.086 0.774 0.000 eV.
Listing largest force on an atom for the structures above in their given order: 6.18 4.98 2.32 eV Å⁻¹.